The molecule C5H9NO. Source: the OMol25 dataset; level of theory: wB97M-V/def2-TZVPD.

Geometry as XYZ:
```
16
Properties=species:S:1:pos:R:3:forces:R:3
O -2.471857 -0.934155 0.685907 0.199 0.230 0.104
N 0.526098 0.244583 -0.778934 -0.228 -0.083 -0.575
C 1.141668 -0.408968 0.395382 0.240 0.668 -0.927
C 1.128935 -0.086916 -2.031406 -0.074 -0.196 -0.482
C -0.254790 -0.692309 -0.028194 -0.368 -0.046 -0.264
C -1.362900 1.002344 1.568945 -0.104 -0.097 -0.083
C -1.470747 -0.253360 0.739077 -0.141 -0.066 -0.083
H -0.402243 -1.642706 -0.541113 0.046 -0.143 0.355
H -1.105678 1.841396 0.911512 -0.023 -0.096 0.156
H -2.319610 1.174651 2.068873 0.236 0.043 -0.083
H 2.087397 0.449125 -2.082354 -0.244 -0.167 -0.107
H 0.486121 0.264934 -2.834878 0.068 -0.154 -0.260
H 1.400984 0.580724 0.715986 0.610 -0.579 2.622
H 1.327029 -1.163979 -2.114361 -0.037 -0.013 -0.244
H -0.554610 0.889276 2.302747 -0.203 0.064 -0.137
H 1.838587 -1.243191 0.248767 0.022 0.635 0.011
```
Positions in Å, forces in eV/Å.

The gap between HOMO and LUMO comes out at 10.38 eV. The HOMO energy comes out at -9.393 eV. Its total charge is 0. Its energy above the lowest of the compared OMol25 structures with the same formula, charge and spin is 287.6 kJ/mol. As for the structure (SMILES): CC(=O)[C@@H]1CN1C. The calculation puts the LUMO energy at 0.036 hartree. As for the calculated total energy: -325.8280 Ha.

A 2-piece molecular cluster, C12H9ClF7O11S overall. Source: the OMol25 dataset; level of theory: wB97M-V/def2-TZVPD.

Geometry as XYZ:
```
41
Properties=species:S:1:pos:R:3:forces:R:3
Cl 1.238392 -2.537847 -2.539405 -0.329 0.463 -0.097
S 0.062241 -0.194874 1.124102 -3.056 -0.642 0.988
F 2.277736 1.246052 1.564478 0.248 0.402 -0.418
F 2.846194 2.366105 3.960025 0.269 0.183 -0.344
F 2.060712 1.273462 5.621941 -0.025 -0.026 0.235
F 0.345777 1.663481 3.560104 -0.199 0.507 -0.214
F 3.477256 0.320037 4.317130 0.309 -0.161 -0.230
F 2.322245 -0.848126 2.187755 0.525 -0.430 -0.187
F 0.691805 -0.350456 4.211197 0.072 -0.652 0.149
O -2.389943 -0.945158 -1.397780 0.964 0.181 0.551
O -0.505931 -1.317550 1.807801 0.966 -0.544 0.055
O 3.944214 -1.331631 -0.745502 -1.962 0.021 0.593
O 1.922496 -0.266407 -0.609742 0.561 0.251 -0.415
O 1.989840 -2.400575 -0.114227 0.683 -0.238 -0.133
O -0.756733 3.686152 -5.222064 0.209 -0.107 0.232
O -3.160544 -1.736019 0.534469 0.046 0.600 -1.022
O -0.164816 2.491523 -3.434724 -0.035 0.092 -0.355
O 1.352152 3.858025 -4.407469 -0.050 -0.168 0.196
O -2.154556 1.164466 -2.182463 0.080 -1.459 0.710
O -0.816401 0.935582 1.079270 0.785 0.732 -0.735
C 2.463095 1.165833 4.351403 -0.424 0.082 0.626
C -1.625679 0.172972 -1.752880 -0.802 1.987 -1.089
C 1.230780 0.666031 3.547540 -0.279 0.226 -0.044
C 0.779562 -2.212669 -0.785133 -0.834 -0.848 -0.257
C -0.110531 0.111231 -1.679563 -1.215 -0.159 1.072
C -3.980438 0.419094 -0.020859 -0.095 -0.440 -0.298
C 0.195165 3.436112 -4.442011 0.174 0.477 -0.593
C 2.766032 -1.333853 -0.534056 1.075 0.011 0.375
C 0.530895 -0.702566 -0.565696 2.356 0.237 -1.665
C 1.584253 0.255582 2.093386 -0.108 -0.043 0.407
C -3.149043 -0.811904 -0.243257 -0.620 -0.989 1.184
C -0.306088 -3.212909 -0.447583 0.030 0.039 0.513
H -0.005799 -3.811620 0.402422 0.137 -0.032 0.232
H -4.749779 0.125591 0.675424 -0.116 -0.086 0.349
H 0.258729 -0.185176 -2.650900 0.243 -0.212 -0.129
H -1.248177 -2.741635 -0.205694 -0.049 0.184 0.114
H -4.467291 0.734326 -0.933724 0.245 0.346 -0.223
H -3.384684 1.200118 0.431407 0.175 0.307 -0.158
H 0.193216 1.139168 -1.546115 0.074 0.387 -0.160
H -0.475942 -3.863451 -1.285206 0.016 -0.268 -0.251
H -1.080414 2.373486 -3.723805 -0.044 -0.213 0.438
```
Positions in Å, forces in eV/Å.

The gap between HOMO and LUMO comes out at 6.06 eV. The HOMO energy comes out at -4.405 eV. Its total charge is -1. The calculation puts the LUMO energy at 0.061 hartree. As for the calculated total energy: -2847.8315 Ha.

The molecule C4H8N2O. Source: the OMol25 dataset; level of theory: wB97M-V/def2-TZVPD.

Geometry as XYZ:
```
15
Properties=species:S:1:pos:R:3:forces:R:3
O -1.378560 -2.584587 0.289933 0.159 0.272 -0.169
N -0.522602 -1.475587 -1.505801 0.010 -0.123 0.009
N 0.684447 0.374406 0.005734 -0.021 -0.125 -0.029
C -0.039555 -0.654156 0.733301 -0.024 -0.062 0.140
C 1.037364 1.555021 0.771695 0.118 0.121 0.193
C -0.710357 -1.678950 -0.176229 -0.063 -0.060 0.079
C -0.046033 1.609008 -0.238042 -0.177 0.186 -0.135
H 0.661509 -1.199565 1.374528 -0.098 0.039 -0.104
H 0.741897 1.581272 1.820203 0.031 -0.030 -0.156
H 0.129661 2.080878 -1.201400 -0.025 -0.074 0.148
H -1.072976 1.667693 0.122985 0.174 -0.034 -0.036
H 0.193938 -0.831472 -1.805554 -0.099 -0.071 0.066
H 2.012548 1.985142 0.558865 -0.162 -0.072 0.013
H -0.863174 -2.182046 -2.139306 0.053 0.077 0.076
H -0.828108 -0.247058 1.389088 0.122 -0.044 -0.094
```
Positions in Å, forces in eV/Å.

The gap between HOMO and LUMO comes out at 10.61 eV. The HOMO energy comes out at -9.587 eV. Its total charge is 0. Its energy above the lowest of the compared OMol25 structures with the same formula, charge and spin is 154.7 kJ/mol. As for the structure (SMILES): NC(=O)CN1CC1. The calculation puts the LUMO energy at 0.037 hartree. As for the calculated total energy: -341.9447 Ha.

C6H12Cl2CuIO3PSi as an isolated structure. Source: the OMol25 dataset; level of theory: wB97M-V/def2-TZVPD.

Geometry as XYZ:
```
27
Properties=species:S:1:pos:R:3:forces:R:3
I 1.382998 -3.942358 -0.261115 0.157 0.059 -0.021
Cu 4.612677 0.013387 -2.159486 -0.296 0.033 -0.090
Cl 0.626052 -0.700225 1.741160 -0.016 -0.008 0.030
Cl 2.347619 0.033320 -2.166293 0.446 -0.070 -0.041
P -0.918768 -3.233460 -0.804092 -0.305 0.046 0.086
Si -0.647913 -0.975140 -0.982875 0.134 -0.217 -0.094
O -1.676412 -3.132285 0.656354 0.221 -0.067 0.077
O -2.344266 3.346698 -0.522991 0.053 0.304 -0.132
O -2.229849 1.210389 -0.987855 -0.026 -0.001 -0.013
C 3.108731 0.757031 0.392445 0.030 0.093 -0.056
C -2.204072 2.244966 -0.096338 0.028 -0.324 0.161
C 0.716249 -0.111544 0.050359 -0.053 0.261 -0.180
C -1.956102 1.972495 1.370041 -0.153 -0.013 -0.011
C -2.304663 -0.168491 -0.601845 -0.030 0.009 0.043
C 2.188820 -0.221914 -0.338030 -0.139 -0.134 0.561
H -1.146408 2.629226 1.682316 0.017 0.004 0.028
H 2.505911 -1.249175 -0.181253 -0.033 -0.039 -0.212
H 3.491327 1.535436 -0.271642 -0.019 0.010 0.013
H -1.727384 0.947345 1.642217 0.082 0.017 -0.040
H 0.455020 0.951675 0.098743 -0.035 -0.044 -0.086
H -2.671108 -0.309090 0.413624 0.065 -0.037 0.000
H -1.866012 -3.999274 1.038797 -0.140 0.010 -0.060
H -3.039652 -0.633681 -1.264002 -0.055 0.050 0.021
H -0.365101 -0.758082 -2.415242 0.061 0.079 0.004
H 2.565561 1.277315 1.180135 0.003 -0.057 0.048
H 3.940226 0.232755 0.866134 0.019 0.020 -0.038
H -2.843480 2.282684 1.920736 -0.015 0.016 0.003
```
Positions in Å, forces in eV/Å.

The gap between HOMO and LUMO comes out at 5.73 eV. The HOMO energy comes out at -11.548 eV. Its total charge is +1. The calculation puts the LUMO energy at -0.214 hartree. As for the calculated total energy: -3950.6959 Ha.